## i
{"formula": "C2H5N4", "method": "ωB97M-V with the def2-TZVPD basis set", "species": ["N", "C", "N", "N", "C", "N", "H", "H", "H", "H", "H"], "positions_angstrom": [[1.26861, -0.08763, -3.47554], [1.09423, -0.21973, -2.35498], [0.73486, -0.18919, -1.08737], [0.69129, -1.24532, -0.20352], [-0.22154, 0.90248, -0.64213], [-0.78788, 0.93555, 0.52577], [0.31749, -1.95840, -0.81391], [1.67348, -1.64688, 0.12505], [-0.40250, 1.65344, -1.37746], [-1.31128, 1.65930, 0.97961], [-0.61451, 0.24084, 1.31956]], "multiplicity": 1, "smiles": "N#C/[N+](N)=C/N", "total_charge": 1, "gap_ev": 9.8, "lumo_ev": -5.5}

## ii
{"formula": "C2H5N4", "method": "ωB97M-V with the def2-TZVPD basis set", "species": ["H", "N", "N", "C", "C", "N", "N", "H", "H", "H", "H"], "positions_angstrom": [[1.92982, 1.89119, -0.63518], [1.66746, 1.22470, 0.09556], [1.84116, 0.05873, -0.08239], [1.23300, -1.03111, 0.08640], [-0.21260, -0.90658, 0.02903], [-0.69820, 0.27604, 0.00219], [-1.92406, 0.65070, 0.08543], [1.73058, -1.97767, 0.16763], [-0.77017, -1.83540, -0.01178], [-2.69226, 0.01082, 0.26953], [-2.10473, 1.63857, -0.00642]], "multiplicity": 1, "smiles": "[H]/N=N/C=C\\N=[NH2+]", "total_charge": 1, "gap_ev": [7.8, 7.8], "lumo_ev": [-6.1, -6.1]}

Energy ordering: i at the bottom, the next structure 22.3 kcal/mol above.